# 1
ORCA calculation (ωB97M-V with the def2-TZVPD basis set) on an isolated molecule of C3H7N3O2S at a distorted geometry.

The gap between HOMO and LUMO comes out at 8.81 eV. The value obtained for the energy relative to the best compared isomer or geometry (same formula, charge and spin) is 1.318 eV. For the LUMO energy, the calculation gives 0.34 eV. For the HOMO energy, the calculation gives -8.472 eV.

Each atom is followed by the atoms it is bonded to, with distances in Å.
Geometry (Å):
1 C 2.137 0.561 0.238  C3 1.622, O7 1.159, O8 1.319
2 C -1.800 -0.447 0.854  N6 1.601, S9 1.859, H10 1.096, H11 1.173
3 C 0.668 0.072 -0.243  C1 1.622, N4 1.364, N5 1.466, S9 2.087
4 N -0.278 1.045 -0.378  C3 1.364, N6 1.366
5 N 0.641 -0.857 -1.377  C3 1.466, H13 1.086, H14 1.088
6 N -1.491 0.422 -0.455  C2 1.601, N4 1.366, H15 1.117, H16 1.040
7 O 3.047 0.422 -0.466  C1 1.159
8 O 2.056 1.198 1.390  C1 1.319, H12 1.023
9 S -0.142 -1.222 1.180  C2 1.859, C3 2.087
10 H -1.900 0.393 1.552  C2 1.096
11 H -2.706 -1.186 0.757  C2 1.173
12 H 1.127 1.034 1.787  O8 1.023
13 H 1.506 -0.607 -1.984  N5 1.086
14 H 1.066 -1.743 -0.912  N5 1.088
15 H -1.714 -0.236 -1.330  N6 1.117
16 H -2.215 1.151 -0.613  N6 1.040



# 2
ORCA calculation (ωB97M-V with the def2-TZVPD basis set) on an isolated molecule of C5H10N2O.

The gap between HOMO and LUMO comes out at 9.98 eV. The value obtained for the energy relative to the best compared isomer or geometry (same formula, charge and spin) is 1.272 eV. For the LUMO energy, the calculation gives 0.72 eV. For the HOMO energy, the calculation gives -9.261 eV. Its SMILES is [H]/N=C(\C=C)C[C@@H](N)O.

Each atom is followed by the atoms it is bonded to, with distances in Å.
Geometry (Å):
1 C -1.382 -0.588 0.401  C2 1.552, N4 1.439, O7 1.406, H10 1.106
2 C -0.821 0.567 -0.469  C1 1.552, C3 1.500, H14 1.087, H15 1.091
3 C 0.614 0.298 -0.813  C2 1.500, C5 1.466, N8 1.271
4 N -1.354 -1.879 -0.235  C1 1.439, H11 1.020, H12 1.013
5 C 1.675 1.054 -0.138  C3 1.466, C6 1.326, H16 1.085
6 C 1.567 1.613 1.059  C5 1.326, H17 1.078, H18 1.076
7 O -0.630 -0.643 1.588  C1 1.406, H9 0.964
8 N 0.837 -0.625 -1.658  C3 1.271, H13 1.019
9 H -0.715 -1.538 1.936  O7 0.964
10 H -2.434 -0.355 0.648  C1 1.106
11 H -0.456 -2.000 -0.704  N4 1.020
12 H -2.072 -1.946 -0.947  N4 1.013
13 H 1.824 -0.802 -1.842  N8 1.019
14 H -0.929 1.506 0.069  C2 1.087
15 H -1.408 0.603 -1.387  C2 1.091
16 H 2.622 1.074 -0.668  C5 1.085
17 H 2.403 2.109 1.525  C6 1.078
18 H 0.660 1.553 1.635  C6 1.076